Density functional theory data (wB97M-V/def2-TZVPD) for 7 unconnected molecules or ions with the total composition C17H30F3NO26S6 at a distorted geometry.

## Properties
Structure (SMILES)   O=C(O)NCCC(F)=C(F)F.O=S1(=O)OCCO1.O=S1(=O)OCCO1.O=S1(=O)OCCO1.O=S1(=O)OCCO1.O=S1(=O)OCCO1.O=S1(=O)OCCO1
Kohn-Sham gap   8.279 eV
Relative energy (zero: lowest compared OMol25 entry of this formula, charge and spin)   34.5 kcal per mole
E   -145997.0150 eV
Lowest unoccupied orbital energy   0.11 eV

ORCA input file:
```
! wB97M-V def2-TZVPD RIJCOSX def2/J DEFGRID3
* xyz 0 1
O -3.26 0.94 -1.24
C -3.11 0.15 -0.36
O -3.06 -1.14 -0.62
N -2.92 0.59 0.94
C -3.81 -0.03 1.94
C -2.99 -0.23 3.29
C -1.56 0.15 3.10
F -0.71 -0.85 2.79
C -1.06 1.39 3.24
F -1.14 2.04 4.37
F -0.49 2.05 2.26
H -2.94 -1.66 0.19
H -2.90 1.60 0.99
H -4.65 0.62 2.21
H -4.19 -0.97 1.58
H -3.43 0.32 4.13
H -3.00 -1.29 3.53
O 0.98 0.08 -5.30
S -0.37 -0.09 -5.71
O -0.70 -0.59 -6.99
O -1.14 1.30 -5.47
C -2.26 1.10 -4.60
C -1.86 -0.06 -3.72
O -1.14 -0.95 -4.60
H -3.13 0.86 -5.21
H -2.46 2.00 -4.02
H -2.71 -0.56 -3.28
H -1.18 0.26 -2.94
O -0.62 -1.66 -1.41
S 0.79 -1.63 -1.24
O 1.65 -2.57 -1.87
O 1.10 -1.61 0.33
C 1.87 -0.44 0.67
C 1.47 0.59 -0.36
O 1.32 -0.16 -1.58
H 2.93 -0.70 0.58
H 1.66 -0.13 1.68
H 2.21 1.37 -0.48
H 0.51 1.04 -0.11
O 1.61 6.47 -3.29
S 1.45 5.07 -3.26
O 1.37 4.34 -2.05
O 2.58 4.41 -4.19
C 1.97 3.62 -5.22
C 0.63 4.28 -5.47
O 0.18 4.68 -4.17
H 1.85 2.60 -4.84
H 2.59 3.60 -6.11
H -0.09 3.60 -5.92
H 0.73 5.17 -6.09
O 5.04 4.07 3.16
S 3.95 3.96 2.26
O 3.51 2.70 1.76
O 4.21 4.95 1.03
C 3.13 5.88 0.92
C 2.60 6.04 2.33
O 2.69 4.73 2.89
H 2.37 5.45 0.26
H 3.48 6.82 0.50
H 1.58 6.40 2.36
H 3.24 6.71 2.92
O 1.67 -2.05 3.48
S 1.37 -3.39 3.82
O 0.34 -3.73 4.73
O 2.73 -4.10 4.28
C 2.99 -5.24 3.46
C 2.35 -4.91 2.12
O 1.14 -4.23 2.46
H 2.52 -6.11 3.92
H 4.06 -5.42 3.37
H 2.13 -5.80 1.53
H 2.98 -4.23 1.54
O -3.32 -2.84 1.98
S -3.53 -4.20 2.34
O -4.54 -4.58 3.25
O -2.12 -4.80 2.83
C -1.77 -5.93 2.03
C -2.42 -5.67 0.69
O -3.68 -5.07 1.01
H -2.18 -6.82 2.51
H -0.69 -6.02 1.96
H -2.56 -6.58 0.11
H -1.84 -4.95 0.10
*
```